Record 1
{
  "formula": "C12H48N24O12",
  "method": "the ωB97M-V functional and the def2-TZVPD basis",
  "orbital_gap_ev": 8.8,
  "e_lumo_ev": 0.022,
  "smiles": "NC(N)=O.NC(N)=O.NC(N)=O.NC(N)=O.NC(N)=O.NC(N)=O.NC(N)=O.NC(N)=O.NC(N)=O.NC(N)=O.NC(N)=O.NC(N)=O",
  "symbols": ["C", "O", "N", "N", "H", "H", "H", "H", "C", "O", "N", "N", "H", "H", "H", "H", "C", "O", "N", "N", "H", "H", "H", "H", "C", "O", "N", "N", "H", "H", "H", "H", "C", "O", "N", "N", "H", "H", "H", "H", "C", "O", "N", "N", "H", "H", "H", "H", "C", "O", "N", "N", "H", "H", "H", "H", "C", "O", "N", "N", "H", "H", "H", "H", "C", "O", "N", "N", "H", "H", "H", "H", "C", "O", "N", "N", "H", "H", "H", "H", "C", "O", "N", "N", "H", "H", "H", "H", "C", "O", "N", "N", "H", "H", "H", "H"],
  "coordinates": [[0.830, 3.271, -1.486], [1.011, 2.083, -1.751], [1.454, 4.072, -0.667], [0.037, 4.028, -2.152], [1.171, 5.041, -0.648], [2.041, 3.770, 0.097], [0.042, 5.038, -2.141], [-0.571, 3.429, -2.692], [-1.010, 1.479, -4.440], [-1.277, 2.661, -4.268], [-1.294, 0.899, -5.539], [-0.319, 0.655, -3.699], [-1.830, 1.263, -6.314], [-0.668, 0.136, -5.753], [0.037, 0.944, -2.799], [-0.421, -0.307, -3.989], [-0.189, 0.953, 4.599], [-0.212, 1.406, 3.464], [0.828, 0.246, 4.924], [-1.191, 0.969, 5.463], [1.586, 0.167, 4.260], [1.016, -0.017, 5.881], [-1.027, 0.656, 6.409], [-2.050, 1.447, 5.233], [0.110, -4.919, 1.050], [0.667, -4.807, 2.089], [0.388, -5.819, 0.120], [-0.915, -4.149, 0.653], [0.239, -5.386, -0.780], [1.224, -6.385, 0.140], [-1.167, -3.375, 1.250], [-1.136, -4.041, -0.327], [-4.132, -0.492, 2.555], [-4.968, -0.028, 3.318], [-2.944, -0.280, 2.856], [-4.303, -1.262, 1.571], [-2.250, -0.126, 2.139], [-2.797, 0.161, 3.753], [-5.220, -1.686, 1.571], [-3.417, -1.525, 1.164], [0.560, -2.480, -4.122], [-0.430, -1.952, -4.704], [1.693, -1.936, -4.004], [0.622, -3.674, -3.680], [2.317, -2.364, -3.335], [1.998, -1.003, -4.242], [1.552, -3.916, -3.370], [-0.193, -4.270, -3.659], [3.849, -1.584, 2.814], [4.504, -2.534, 3.237], [4.341, -0.371, 2.671], [2.552, -1.565, 2.696], [3.707, 0.201, 2.131], [5.301, -0.166, 2.908], [2.069, -2.448, 2.778], [2.132, -0.763, 2.248], [4.264, 1.691, -0.005], [3.323, 1.223, 0.499], [5.570, 1.791, 0.402], [4.151, 2.443, -0.993], [6.267, 1.975, -0.305], [5.948, 1.099, 1.032], [4.984, 2.954, -1.249], [3.213, 2.609, -1.328], [-4.443, 1.239, -1.468], [-4.684, 1.087, -2.654], [-3.291, 0.755, -1.010], [-5.208, 1.789, -0.560], [-2.705, 0.230, -1.642], [-3.368, 0.520, -0.030], [-4.808, 1.696, 0.363], [-6.080, 2.257, -0.763], [2.586, 4.021, 2.535], [3.093, 4.801, 1.773], [3.222, 3.591, 3.617], [1.405, 3.529, 2.375], [2.728, 2.882, 4.140], [4.175, 3.899, 3.743], [0.813, 4.017, 1.719], [1.045, 2.696, 2.821], [-0.121, -0.333, 0.306], [-1.130, -0.879, 0.844], [0.605, 0.517, 0.868], [0.314, -0.633, -0.855], [1.443, 1.006, 0.588], [0.232, 0.890, 1.729], [-0.142, -1.187, -1.565], [0.990, 0.051, -1.162], [-3.048, -2.983, -2.202], [-2.034, -3.023, -1.626], [-3.300, -3.427, -3.370], [-4.090, -2.370, -1.646], [-2.601, -4.045, -3.757], [-4.263, -3.613, -3.609], [-4.990, -2.467, -2.093], [-4.014, -1.645, -0.946]],
  "lowdin_charge": [-0.7154, -0.0009, 0.1698, 0.1863, 0.1225, 0.0614, 0.1299, 0.0758, -0.7606, 0.0176, 0.1728, 0.1750, 0.1285, 0.0958, 0.0500, 0.0396, -0.7288, -0.0169, 0.2014, 0.1906, 0.1011, 0.1265, 0.1199, 0.1232, -0.7756, 0.0609, 0.1464, 0.1666, 0.0830, 0.1093, 0.0927, 0.0434, -0.8830, 0.0092, 0.1809, 0.1981, 0.0644, 0.0922, 0.1412, 0.0949, -0.7675, -0.0159, 0.1873, 0.1926, 0.1206, 0.1360, 0.1221, 0.1214, -0.7619, 0.0165, 0.1544, 0.1819, 0.0528, 0.1131, 0.1191, 0.0746, -0.7721, 0.0624, 0.1629, 0.2016, 0.1004, 0.0859, 0.1331, 0.0979, -0.7662, 0.0167, 0.1623, 0.1838, 0.1031, 0.0615, 0.1035, 0.1250, -0.8008, 0.0315, 0.1769, 0.1858, 0.0988, 0.1191, 0.1166, 0.0605, -0.7422, -0.0427, 0.1999, 0.2134, 0.0696, 0.0729, 0.0989, 0.0827, -0.7994, 0.0557, 0.1996, 0.1876, 0.1141, 0.1237, 0.1094, 0.0703]
}

=====

Record 2
{
  "formula": "C34H37F6N3O5S4SiV",
  "method": "the ωB97M-V functional and the def2-TZVPD basis",
  "charge": -1,
  "orbital_gap_ev": [7.0, 7.3],
  "e_lumo_ev": [2.070, 2.275],
  "multiplicity": 3,
  "symbols": ["V", "C", "N", "C", "C", "N", "C", "C", "C", "C", "C", "C", "C", "S", "C", "C", "C", "C", "C", "C", "S", "H", "H", "H", "H", "H", "H", "H", "H", "H", "H", "H", "H", "H", "H", "H", "H", "H", "H", "F", "C", "F", "F", "S", "O", "O", "N", "S", "O", "O", "C", "F", "F", "F", "C", "C", "C", "C", "Si", "O", "C", "C", "C", "C", "C", "C", "C", "C", "C", "C", "C", "C", "H", "H", "H", "H", "H", "H", "H", "H", "H", "H", "H", "H", "H", "H", "H", "H", "H", "H", "H"],
  "coordinates": [[0.008, 0.071, 0.598], [-1.685, 1.198, 3.052], [-1.162, -0.076, 2.501], [-2.295, -0.984, 2.221], [-2.906, -0.606, 0.885], [-1.909, -0.704, -0.211], [-2.332, 0.155, -1.345], [-1.769, -2.107, -0.622], [-2.647, -2.658, -1.547], [-2.562, -3.994, -1.903], [-1.589, -4.794, -1.317], [-0.700, -4.246, -0.409], [-0.755, -2.892, -0.059], [0.454, -2.223, 1.014], [-0.214, -0.573, 3.492], [-0.590, -1.379, 4.550], [0.347, -1.750, 5.506], [1.652, -1.294, 5.406], [2.026, -0.470, 4.352], [1.097, -0.102, 3.385], [1.505, 0.948, 2.032], [-2.191, 1.013, 4.005], [-2.371, 1.667, 2.349], [-0.854, 1.876, 3.213], [-3.062, -0.897, 2.998], [-1.925, -2.005, 2.197], [-3.260, 0.426, 0.913], [-3.757, -1.260, 0.678], [-3.407, 0.065, -1.531], [-1.788, -0.133, -2.241], [-2.081, 1.178, -1.089], [-3.411, -2.041, -2.005], [-3.244, -4.400, -2.640], [-1.520, -5.843, -1.579], [0.086, -4.851, 0.027], [-1.612, -1.732, 4.632], [0.052, -2.397, 6.323], [2.384, -1.575, 6.154], [3.046, -0.124, 4.245], [4.821, 1.246, -1.982], [5.162, -0.048, -2.006], [5.596, -0.347, -3.234], [6.166, -0.238, -1.151], [3.720, -1.083, -1.504], [3.309, -0.524, -0.253], [4.187, -2.432, -1.565], [2.767, -0.735, -2.737], [1.287, -0.257, -2.644], [0.560, -0.617, -1.414], [0.580, -0.528, -3.854], [1.389, 1.575, -2.552], [2.146, 2.088, -3.514], [1.895, 1.929, -1.367], [0.153, 2.059, -2.674], [1.158, 4.921, -0.622], [-0.366, 5.082, -0.475], [-0.635, 6.487, 0.081], [-1.008, 4.996, -1.868], [-1.132, 3.738, 0.675], [-0.857, 2.201, 0.358], [-0.537, 4.170, 2.446], [-1.390, 4.358, 3.541], [-0.907, 4.478, 4.839], [0.457, 4.405, 5.083], [1.328, 4.215, 4.019], [0.834, 4.098, 2.726], [-3.007, 4.156, 0.622], [-3.884, 3.382, -0.143], [-5.244, 3.659, -0.221], [-5.773, 4.734, 0.477], [-4.925, 5.540, 1.224], [-3.566, 5.256, 1.288], [1.527, 5.560, -1.432], [1.445, 3.890, -0.842], [1.670, 5.223, 0.294], [-0.131, 7.233, -0.545], [-0.259, 6.592, 1.103], [-1.701, 6.722, 0.080], [-0.573, 5.753, -2.533], [-2.086, 5.177, -1.816], [-0.854, 4.019, -2.323], [-2.463, 4.373, 3.389], [-1.600, 4.612, 5.663], [0.837, 4.473, 6.096], [2.394, 4.139, 4.197], [1.532, 3.896, 1.924], [-3.489, 2.551, -0.710], [-5.888, 3.037, -0.831], [-6.834, 4.951, 0.434], [-5.323, 6.394, 1.760], [-2.926, 5.917, 1.861]],
  "lowdin_spin": [2.0139, 0.0002, -0.0127, 0.0003, 0.0012, -0.0014, 0.0044, 0.0032, -0.0006, 0.0035, -0.0003, 0.0018, 0.0012, -0.0032, -0.0008, 0.0009, -0.0032, 0.0010, -0.0038, 0.0042, -0.0554, -0.0005, -0.0002, -0.0006, -0.0004, 0.0004, 0.0003, 0.0000, 0.0007, 0.0000, 0.0008, -0.0001, 0.0003, -0.0001, -0.0004, 0.0001, -0.0003, 0.0002, -0.0006, 0.0000, 0.0000, 0.0000, 0.0000, 0.0003, 0.0009, 0.0003, 0.0005, 0.0023, 0.0133, 0.0002, 0.0006, 0.0001, 0.0030, 0.0000, 0.0000, 0.0008, 0.0001, 0.0001, 0.0028, 0.0223, -0.0003, 0.0000, -0.0003, -0.0001, -0.0004, -0.0006, -0.0001, 0.0001, 0.0000, 0.0000, 0.0000, 0.0000, 0.0000, 0.0000, 0.0000, 0.0000, 0.0000, 0.0000, 0.0000, 0.0000, 0.0000, 0.0000, 0.0000, 0.0000, 0.0000, 0.0000, 0.0001, 0.0000, 0.0000, 0.0000, 0.0000]
}

=====

Record 3
{
  "formula": "C21H38FNO8S3",
  "method": "the ωB97M-V functional and the def2-TZVPD basis",
  "orbital_gap_ev": 9.0,
  "e_lumo_ev": -0.018,
  "symbols": ["C", "C", "O", "N", "H", "H", "C", "H", "H", "H", "H", "H", "H", "O", "H", "F", "C", "C", "C", "C", "C", "C", "H", "H", "H", "H", "H", "C", "C", "C", "S", "O", "O", "C", "H", "H", "H", "H", "H", "H", "H", "H", "C", "C", "C", "S", "O", "O", "C", "H", "H", "H", "H", "H", "H", "H", "H", "C", "C", "C", "S", "O", "O", "C", "H", "H", "H", "H", "H", "H", "H", "H"],
  "coordinates": [[-0.691, -2.801, 2.526], [0.479, -3.189, 1.839], [1.009, -4.228, 1.963], [1.273, -1.989, 1.064], [0.600, -1.103, 0.890], [2.018, -1.773, 1.740], [1.970, -2.558, -0.139], [-1.245, -2.094, 1.843], [-0.592, -2.297, 3.488], [-1.302, -3.675, 2.667], [1.061, -2.721, -0.925], [2.807, -3.289, 0.036], [2.304, -1.669, -0.690], [-0.356, -0.049, 0.432], [-0.423, 0.856, 0.212], [3.187, 5.497, -0.185], [3.419, 4.236, -0.196], [4.635, 3.673, 0.225], [4.673, 2.273, 0.349], [3.513, 1.381, -0.003], [2.418, 2.077, -0.619], [2.341, 3.422, -0.690], [5.355, 4.089, 0.673], [5.550, 2.012, 0.698], [3.487, 0.314, -0.167], [1.550, 1.489, -0.948], [1.316, 4.032, -0.945], [-1.340, 1.956, -2.452], [-0.755, 0.948, -3.285], [-0.768, 1.337, -4.635], [-2.344, 2.062, -4.977], [-3.316, 1.035, -5.181], [-2.141, 3.135, -5.866], [-2.355, 2.609, -3.278], [-0.567, 2.710, -2.149], [-1.904, 1.440, -1.569], [-1.226, -0.018, -3.152], [0.091, 0.788, -3.056], [-0.612, 0.694, -5.537], [-0.044, 2.125, -4.521], [-3.384, 2.585, -2.907], [-2.279, 3.590, -3.204], [-2.554, -2.797, -1.068], [-2.086, -2.875, -2.514], [-2.042, -4.265, -2.941], [-1.814, -5.206, -1.483], [-0.434, -5.055, -0.965], [-2.435, -6.466, -1.626], [-2.796, -4.180, -0.492], [-3.343, -2.161, -1.122], [-1.765, -2.152, -0.443], [-1.034, -2.413, -2.346], [-2.683, -2.172, -3.222], [-1.236, -4.354, -3.725], [-2.940, -4.667, -3.377], [-2.431, -4.234, 0.556], [-3.836, -4.544, -0.854], [1.590, 2.266, 4.461], [0.472, 2.791, 3.527], [-0.317, 1.689, 3.369], [-0.566, 1.076, 5.054], [-0.421, -0.328, 5.200], [-1.793, 1.611, 5.577], [0.866, 1.905, 5.748], [2.365, 2.970, 4.548], [2.041, 1.378, 3.971], [0.953, 3.184, 2.565], [-0.019, 3.544, 3.942], [0.161, 0.932, 2.826], [-1.481, 1.652, 2.944], [1.550, 1.216, 6.370], [0.586, 2.756, 6.148]],
  "lowdin_charge": [0.0060, -0.4124, 0.1737, 0.0348, 0.0518, 0.1555, -0.0435, 0.1006, 0.0979, 0.0955, 0.1359, 0.1152, 0.0573, -0.3779, -0.1181, 0.1153, -0.3042, 0.0097, -0.0198, -0.0187, -0.1334, -0.0417, 0.0383, 0.0376, 0.0629, 0.0826, 0.1631, -0.2020, -0.3121, -0.2338, 0.6598, -0.2920, -0.2908, -0.2443, 0.1316, 0.1621, 0.1286, 0.0169, 0.1441, 0.1259, 0.1226, 0.0550, -0.2404, -0.2593, -0.2722, 0.6417, -0.3363, -0.2971, -0.2281, 0.0708, 0.1281, 0.1252, 0.1529, 0.1421, 0.1069, 0.1092, 0.1487, -0.1991, -0.2672, -0.2984, 0.6542, -0.3175, -0.3118, -0.1969, 0.0991, 0.1270, 0.1585, 0.0790, 0.0581, 0.1923, 0.1500, 0.0446]
}

=====

no.,F_max (eV Å⁻¹)
1,8.88
2,1.35
3,12.21